Entry from OMol25: C35H46BrCuN4O4PS as an isolated structure (the ωB97M-V functional and the def2-TZVPD basis).

Last column: Löwdin charge in e.
Element x y z (Å)
Cu 0.00855 -0.23396 1.01881  0.219
N -5.94780 2.80695 -4.26694  0.077
C -5.11622 2.58459 -3.15881  -0.332
C -5.23779 1.42145 -2.40212  -0.042
C -4.38176 1.18613 -1.33855  -0.076
C -3.39212 2.10051 -1.01780  -0.270
C -3.26901 3.26580 -1.76117  -0.060
C -4.12068 3.50414 -2.82484  -0.036
S -2.29396 1.78084 0.34654  0.592
O -2.15851 3.01022 1.07779  -0.291
O -2.87604 0.63899 1.03088  -0.344
N -0.92376 1.23538 -0.28121  -0.125
C 0.06583 2.05978 -0.70012  -0.445
N -0.15426 3.33371 -1.07409  0.126
C 0.90498 4.05152 -1.41446  -0.141
C 2.19504 3.54844 -1.43065  -0.072
C 2.31338 2.20686 -1.09461  -0.138
N 1.28202 1.45931 -0.74797  0.104
H -6.83942 2.34128 -4.20093  0.078
H -6.07283 3.78309 -4.48562  0.078
H -6.00676 0.69598 -2.64587  0.106
H -4.48138 0.28871 -0.74172  0.100
H -2.49789 3.97592 -1.49847  0.095
H -4.01483 4.41438 -3.40531  0.106
H 0.71110 5.08367 -1.69619  0.103
H 3.04968 4.15435 -1.69180  0.087
H 3.28428 1.71653 -1.09750  0.107
Br 5.65680 -3.03656 3.92415  0.686
C 4.62595 -2.01609 2.68583  -0.689
C 4.71875 -2.31877 1.33530  -0.163
C 3.94815 -1.58353 0.44734  -0.091
C 3.09153 -0.59108 0.90722  -0.052
C 3.03209 -0.27831 2.26176  -0.117
C 3.82284 -0.99524 3.15536  -0.075
C 2.15006 0.86430 2.79257  -0.624
O 2.70382 1.67820 3.53174  0.018
O 0.93567 0.84689 2.42075  -0.075
H 5.37375 -3.11005 0.99559  0.094
H 4.00317 -1.79888 -0.61405  0.106
H 2.46029 -0.05338 0.21046  0.063
H 3.80148 -0.73606 4.20558  0.114
C 1.92565 -5.86276 1.24871  -0.202
C 1.96028 -4.96753 2.49603  -0.176
C 1.29365 -3.61130 2.23302  -0.200
C 0.15354 -3.76631 1.22125  -0.423
C 0.76804 -4.09705 -0.14767  -0.196
C 1.99748 -5.01633 -0.01696  -0.187
P -0.85984 -2.22993 1.14899  1.074
C -2.08267 -2.42097 -0.22429  -0.414
C -2.86916 -3.74598 -0.28496  -0.195
C -3.40951 -4.02089 -1.69479  -0.202
C -3.84828 -2.70832 -2.33354  -0.207
C -2.61130 -1.85187 -2.63402  -0.180
C -1.49753 -2.05430 -1.59237  -0.207
C -1.96129 -2.23032 2.63369  -0.400
C -2.53748 -3.58355 3.10392  -0.194
C -1.80932 -4.09301 4.34386  -0.200
C -2.03454 -3.14729 5.53034  -0.197
C -2.12054 -1.67852 5.07798  -0.190
C -1.32414 -1.44903 3.80016  -0.208
H 1.00017 -6.44771 1.23243  0.107
H 2.74278 -6.58758 1.27740  0.104
H 2.99372 -4.79761 2.81021  0.093
H 1.46381 -5.47743 3.32761  0.104
H 2.01527 -2.90316 1.82104  0.085
H 0.95961 -3.16431 3.16879  0.090
H -0.47971 -4.60482 1.53960  0.105
H 1.06805 -3.16456 -0.63737  0.104
H 0.01117 -4.55353 -0.79125  0.100
H 2.90743 -4.40926 0.01735  0.097
H 2.08434 -5.64912 -0.90346  0.105
H -2.76729 -1.60676 0.03566  0.089
H -3.71197 -3.68504 0.41026  0.109
H -2.25720 -4.59050 0.04979  0.092
H -4.22296 -4.74937 -1.64748  0.104
H -2.62757 -4.46909 -2.31761  0.110
H -4.51355 -2.18454 -1.63869  0.104
H -4.42671 -2.87511 -3.24549  0.103
H -2.88457 -0.79506 -2.68629  0.095
H -2.22451 -2.11920 -3.62244  0.107
H -0.91636 -1.13577 -1.49349  0.084
H -0.80887 -2.83219 -1.92846  0.091
H -2.78425 -1.60471 2.27675  0.098
H -2.50965 -4.33323 2.30957  0.079
H -3.59725 -3.45361 3.34991  0.117
H -0.74142 -4.16476 4.12354  0.090
H -2.13475 -5.10639 4.59430  0.107
H -1.22437 -3.27015 6.25409  0.103
H -2.95638 -3.42662 6.04970  0.101
H -1.76519 -1.01469 5.86833  0.108
H -3.16375 -1.40048 4.89555  0.113
H -0.28245 -1.74457 3.96382  0.101
H -1.27799 -0.39163 3.54014  0.106

Forces on atoms 1 to 3 (eV/Å):
0.06 0.18 0.06
-0.04 0.02 0.02
0.06 0.00 0.03

Calculated values
LUMO level, Eh: 0.091
Net charge: -1
HOMO, eV: -5.2
HOMO-LUMO gap, eV: 7.641

***

Entry from OMol25: C35H46Ge2MoO2PS2 as an isolated structure at a distorted geometry (the ωB97M-V functional and the def2-TZVPD basis).

Last column: Mulliken spin population.
Element x y z (Å)
Mo 0.10115 0.17118 0.86446  2.927
C 5.00913 0.09370 -1.31503  -0.008
C 3.51375 -0.15389 -1.20247  0.006
Ge 2.71854 0.52942 0.47728  -0.045
C 3.68294 -0.17407 2.06511  0.041
C 4.96068 0.57652 2.40608  0.007
C 3.08600 2.45525 0.37514  0.044
C 2.15858 3.34632 0.00959  -0.016
Ge 0.35783 2.52138 -0.15125  -0.089
C -0.64876 2.81878 -1.83524  0.004
C -0.88280 4.21565 -2.38762  0.015
C -0.73810 3.01810 1.47176  0.018
C -0.73476 4.48843 1.86926  -0.012
C 2.48334 4.77278 -0.22566  -0.034
C 1.47591 5.69632 -0.46863  0.002
C 1.75008 7.03651 -0.68238  0.000
C 3.05735 7.48817 -0.66110  0.000
C 4.08181 6.58163 -0.43035  0.000
C 3.79949 5.24640 -0.21975  -0.001
H 5.38385 -0.18415 -2.30148  -0.001
H 5.55927 -0.49422 -0.58250  -0.001
H 5.26012 1.14045 -1.15435  0.002
H 3.30291 -1.21469 -1.30201  0.013
H 2.98444 0.34764 -2.01619  0.001
H 3.89171 -1.23207 1.88791  -0.003
H 2.99390 -0.13187 2.91559  -0.001
H 5.67303 0.55529 1.58639  0.000
H 5.45042 0.14337 3.27715  0.001
H 4.75575 1.62011 2.63469  -0.001
H 4.10700 2.77421 0.54835  0.005
H -1.61130 2.32768 -1.65354  0.005
H -0.13786 2.20922 -2.58590  0.017
H -1.42816 4.84394 -1.68524  -0.001
H -1.47657 4.16554 -3.30108  0.000
H 0.05144 4.71747 -2.63098  -0.001
H -0.35583 2.43646 2.33290  -0.015
H -1.76735 2.67996 1.29987  0.004
H 0.26963 4.85173 2.07479  0.002
H -1.33468 4.63524 2.76923  0.000
H -1.16418 5.11396 1.08985  0.001
H 0.45101 5.36273 -0.48614  -0.002
H 0.93817 7.72523 -0.86552  0.000
H 3.27932 8.53227 -0.82627  0.000
H 5.10915 6.91771 -0.42046  0.000
H 4.61958 4.56504 -0.05956  0.000
C -3.43530 1.05256 5.20909  0.001
C -3.38380 -0.26906 4.47735  0.003
O -3.21668 -0.01241 3.07165  0.002
P -2.04830 -0.69502 2.24345  0.050
S -2.32528 0.02807 0.38283  0.066
S -0.31495 -0.48768 3.26511  0.060
O -2.46376 -2.23010 2.28942  -0.014
C -1.64927 -3.25961 1.69460  0.019
C -2.51794 -4.47710 1.47655  0.000
H -3.65925 0.88822 6.26036  0.000
H -4.20715 1.69181 4.78621  0.000
H -2.47868 1.56521 5.13334  0.000
H -4.31218 -0.83390 4.58057  0.000
H -2.55773 -0.88994 4.84059  0.001
H -0.81680 -3.46744 2.37453  -0.002
H -1.23646 -2.88658 0.74679  -0.013
H -2.99534 -4.77851 2.40616  0.000
H -1.90685 -5.30204 1.12017  0.000
H -3.29046 -4.27256 0.74056  0.000
C 1.05753 -1.44810 0.41710  -0.071
C 1.73654 -2.49762 0.22724  0.163
C 2.53546 -3.55089 0.04916  -0.079
C 3.00977 -3.85013 -1.31928  0.012
C 4.36516 -4.05998 -1.56871  -0.027
C 4.81583 -4.24548 -2.86371  0.011
C 3.92001 -4.23296 -3.92107  -0.016
C 2.57106 -4.02331 -3.67954  0.010
C 2.11869 -3.82712 -2.38710  -0.021
C 2.95836 -4.35960 1.20314  -0.014
C 2.73414 -3.88791 2.50025  0.003
C 3.10590 -4.64382 3.59551  0.021
C 3.70541 -5.88422 3.41718  -0.031
C 3.91800 -6.36600 2.13515  0.018
C 3.54726 -5.61159 1.03483  -0.035
H 5.06831 -4.04989 -0.74758  0.001
H 5.87031 -4.39264 -3.04776  0.000
H 4.27219 -4.38345 -4.92942  -0.001
H 1.86995 -4.00682 -4.50024  0.000
H 1.06938 -3.64729 -2.19372  -0.005
H 2.26217 -2.92239 2.64016  0.006
H 2.92838 -4.26388 4.59161  0.001
H 3.99926 -6.47342 4.27340  -0.002
H 4.37150 -7.33653 1.98876  0.000
H 3.69624 -6.00711 0.04090  -0.003

Forces on atoms 1 to 3 (eV/Å):
0.11 -0.44 -0.05
0.08 -0.01 -0.03
-0.21 0.07 0.05

Calculated values
Multiplicity: 4
⟨S²⟩: 3.900
LUMO level (spin up / spin down), Eh: -0.036 / -0.055
Net charge: 0
HOMO (spin up / spin down), eV: -6.9 / -7.4
HOMO-LUMO gap (spin up / spin down), eV: 5.971 / 5.882

***

Number 1: electronic energy -186003.452 eV. Number 2: electronic energy -186982.197 eV.